# C2H3O2P

The molecule C2H3O2P in a non-equilibrium geometry (ωB97M-V/def2-TZVPD, the Open Molecules 2025 dataset).

- Highest occupied orbital energy: -9.05 eV
- LUMO: 0.344 eV
- Energy above the lowest of the compared OMol25 structures with the same formula, charge and spin: 2.0787 eV
- Gap between HOMO and LUMO: 9.4 eV

Cartesian coordinates (Å):
C1 0.99508 0.85882 -0.41445
P1 0.02439 1.57422 0.68169
O1 -0.83069 0.24010 1.08901
C2 -0.47328 -0.83463 0.18328
O2 0.75996 -0.75171 -0.41529
H1 1.50164 1.38429 -1.20650
H2 -1.25797 -0.69896 -0.71362
H3 -0.71912 -1.77213 0.79589

Atom charges from the natural (NBO) analysis, given in e for atoms 1 to 4: -0.480 1.011 -0.784 0.216

***

# C32H24Cl4MoN9O2Te

C32H24Cl4MoN9O2Te as an isolated structure in a non-equilibrium geometry (ωB97M-V/def2-TZVPD, the Open Molecules 2025 dataset).

- Highest occupied orbital energy (spin up / spin down): -3.15 / -3.52 eV
- Net charge: -1
- LUMO (spin up / spin down): 1.849 / 1.850 eV
- Energy above the lowest of the compared OMol25 structures with the same formula, charge and spin: 1.0727 eV
- Gap between HOMO and LUMO (spin up / spin down): 5.0 / 5.4 eV
- Spin multiplicity: 3

Cartesian coordinates (Å):
Mo1 0.20336 1.08655 0.39707
C1 0.06071 1.86804 -6.15436
C2 -0.49576 1.59079 -4.77915
C3 -0.94078 2.61860 -3.95341
C4 -1.31887 2.34583 -2.65923
C5 -1.30947 1.05535 -2.12607
N1 -1.58935 0.91594 -0.72424
C6 -2.87153 1.25542 -0.36683
C7 -3.90884 1.38949 -1.32487
C8 -5.15272 1.89710 -1.02279
C9 -5.47234 2.30883 0.26969
C10 -6.80960 2.92449 0.60955
C11 -4.52005 2.08075 1.23877
C12 -3.28660 1.50191 0.96212
N2 -2.51393 1.11394 2.10694
C13 -3.01383 0.93570 3.34449
C14 -1.97187 0.62122 4.18117
C15 -0.86044 0.59889 3.34513
N3 -1.19367 0.89854 2.09800
C16 -0.94346 0.00854 -2.97526
C17 -0.51413 0.30582 -4.27531
N4 -0.96804 -1.38906 -2.58924
C18 -0.65956 -2.44579 -3.39636
C19 -0.83207 -3.58852 -2.66716
C20 -1.25748 -3.12769 -1.40756
N5 -1.33907 -1.81158 -1.36158
H1 -0.29726 2.82605 -6.53442
H2 1.15531 1.91064 -6.12532
H3 -0.22183 1.08679 -6.86462
H4 -0.92485 3.64611 -4.30550
H5 -1.58276 3.14984 -1.98581
H6 -3.69512 1.10260 -2.34316
H7 -5.88713 2.00008 -1.81775
H8 -7.22254 3.45713 -0.25050
H9 -7.54096 2.16506 0.90720
H10 -6.72172 3.63844 1.43318
H11 -4.73521 2.38965 2.25649
H12 -4.06687 1.01700 3.54316
H13 -2.01508 0.41720 5.23906
H14 0.16902 0.41918 3.59190
H15 -0.13833 -0.48124 -4.91193
H16 -0.33744 -2.32938 -4.41264
H17 -0.66555 -4.60334 -2.99178
H18 -1.49583 -3.71328 -0.53024
Cl1 4.42282 -1.08271 -5.33959
C21 3.52556 -0.29744 -4.07407
C22 3.37751 1.08126 -4.08714
Cl2 4.11309 2.04591 -5.33178
C23 2.61986 1.69464 -3.06910
Cl3 2.43928 3.41948 -3.00587
C24 2.00483 0.94863 -2.09058
O1 1.21141 1.48868 -1.16620
C25 2.19464 -0.48116 -2.00522
O2 1.66375 -1.12004 -1.03984
C26 2.95235 -1.05865 -3.04770
Cl4 3.15461 -2.78734 -2.99453
N6 4.05314 0.09497 1.79722
C27 4.41141 1.38356 1.45905
C28 3.25964 2.00763 1.09420
N7 2.22633 1.11797 1.21010
C29 2.73345 -0.01140 1.62153
C30 1.79471 -1.11517 1.68311
N8 0.57688 -0.83653 1.31271
C31 -0.15820 -1.98812 1.42572
C32 0.64843 -2.97595 1.88361
N9 1.88922 -2.39180 2.05791
H19 4.68373 -0.64895 2.02851
H20 5.43177 1.72644 1.50893
H21 3.08585 3.02032 0.76238
H22 -1.19862 -2.01682 1.14871
H23 0.46830 -4.01529 2.09565
H24 2.74135 -2.87974 2.25976
Te1 -0.05940 3.58030 1.06429

Atom charges from the Löwdin analysis, given in e for atoms 1 to 4: 1.245 -0.043 -0.278 -0.050

***

# C13H20ClMnN3O2

C13H20ClMnN3O2 as an isolated structure in a non-equilibrium geometry (ωB97M-V/def2-TZVPD, the Open Molecules 2025 dataset).

- Highest occupied orbital energy (spin up / spin down): -15.96 / -15.86 eV
- Net charge: +2
- LUMO (spin up / spin down): -9.687 / -9.461 eV
- Energy above the lowest of the compared OMol25 structures with the same formula, charge and spin: 1.8926 eV
- Gap between HOMO and LUMO (spin up / spin down): 6.3 / 6.4 eV
- Spin multiplicity: 4

Cartesian coordinates (Å):
Cl1 -2.62849 -1.31041 0.97934
C1 1.28893 -1.55687 -0.59664
C2 1.58937 -0.31670 -1.24064
C3 0.38113 0.18860 -1.84953
H1 2.60502 0.09860 -1.37180
C4 -0.69114 -0.77346 -1.62437
C5 -0.10844 -1.86663 -0.82806
H2 -0.59864 -2.78191 -0.50495
H3 2.01992 -2.21368 -0.11937
H4 0.29711 1.10931 -2.45589
C6 -2.05454 -0.68119 -2.20562
Mn1 -0.04375 -0.06632 0.14765
C7 -1.44270 1.17932 0.61019
O1 -1.96733 2.21821 0.88137
C8 -1.43302 -0.16112 1.60114
O2 -1.19725 -0.00562 2.79357
H5 -2.42519 0.34862 -2.11886
H6 -2.75186 -1.33993 -1.67987
H7 -2.05317 -0.95724 -3.26848
C9 1.72212 3.50895 1.15884
N1 1.89309 2.72574 2.38178
C10 2.55197 3.43711 3.46356
C11 1.63750 1.39388 2.33832
N2 1.16855 0.95401 1.15734
N3 1.85201 0.50768 3.31867
C12 2.27184 0.79516 4.67931
C13 1.75474 -0.92077 3.00723
H8 1.95739 4.54687 1.38924
H9 0.67864 3.46445 0.80970
H10 2.40875 3.16774 0.36314
H11 1.91321 3.46758 4.35418
H12 3.55948 3.04645 3.66986
H13 2.67230 4.46956 3.12462
H14 1.25858 1.73712 0.49822
H15 1.44820 0.67975 5.40434
H16 3.07421 0.08831 4.93427
H17 2.67988 1.79377 4.79139
H18 0.73762 -1.32482 3.13183
H19 2.08236 -1.10549 1.97459
H20 2.42059 -1.45872 3.68877

Atom charges from the natural (NBO) analysis, given in e for atoms 1 to 4: 0.122 -0.225 -0.136 -0.317

***

# C36H35CaN6PSe2

C36H35CaN6PSe2 as an isolated structure in a non-equilibrium geometry (ωB97M-V/def2-TZVPD, the Open Molecules 2025 dataset).

- Highest occupied orbital energy: -6.94 eV
- LUMO: 0.150 eV
- Gap between HOMO and LUMO: 7.1 eV

Cartesian coordinates (Å):
Ca1 1.05093 -0.78825 0.37658
C1 3.15283 -0.90515 -0.98742
C2 4.29163 -0.93205 -0.17512
C3 4.45573 -2.22765 0.30158
C4 3.44693 -3.02905 -0.23982
C5 2.62543 -2.22635 -1.03652
H1 2.89733 -0.10625 -1.67912
H2 4.95103 -0.09865 0.02838
H3 5.27313 -2.57295 0.91828
H4 3.36253 -4.10105 -0.09832
H5 1.90463 -2.58105 -1.76832
C6 2.10103 -2.81565 2.65278
N1 1.04173 -2.86275 1.66698
C7 -0.23787 -3.38095 2.10628
C8 -1.29957 -2.32405 2.07428
N2 -1.09207 -1.04135 2.08348
C9 -2.33327 -0.44765 2.02608
C10 -2.70737 0.89065 2.02628
C11 -4.05187 1.17775 1.91888
C12 -5.01977 0.17435 1.84888
C13 -4.67407 -1.16215 1.89378
C14 -3.32357 -1.45485 1.97678
N3 -2.62937 -2.64085 2.03088
C15 2.78753 -1.48955 2.68608
N4 2.28643 -0.37605 2.23058
C16 3.18503 0.61345 2.55138
C17 3.13683 1.98455 2.33138
C18 4.19223 2.73935 2.80128
C19 5.27093 2.16315 3.47288
C20 5.32203 0.80615 3.72508
C21 4.26893 0.03905 3.25238
N5 3.96463 -1.29945 3.34458
H6 1.68053 -2.98885 3.65498
H7 2.86103 -3.58745 2.46768
H8 1.38703 -3.33245 0.83078
H9 -0.57477 -4.20685 1.46428
H10 -0.17567 -3.76615 3.13948
H11 -1.96237 1.66955 2.08878
H12 -4.36877 2.20845 1.88408
H13 -6.05987 0.45385 1.77438
H14 -5.42467 -1.93825 1.86198
H15 -3.03237 -3.56265 2.00868
H16 2.29643 2.43725 1.82038
H17 4.19093 3.80725 2.64468
H18 6.08293 2.79605 3.80228
H19 6.14603 0.36925 4.26778
H20 4.56503 -2.01735 3.71518
Se1 -0.09217 1.68025 -0.06182
P1 -0.36717 1.57465 -2.21662
Se2 0.08563 -0.20555 -3.28682
C22 -2.14127 1.99015 -2.42962
C23 -3.01717 1.05145 -2.95202
C24 -4.37337 1.31545 -2.99222
C25 -4.85547 2.52205 -2.51182
C26 -3.97937 3.45925 -1.98362
C27 -2.62457 3.19555 -1.93562
C28 0.57463 2.98195 -2.92922
C29 1.31823 3.82815 -2.11952
C30 2.13693 4.78765 -2.68452
C31 2.21623 4.90395 -4.06212
C32 1.46253 4.06775 -4.87242
C33 0.64363 3.10625 -4.31042
H21 -2.61757 0.11865 -3.33172
H22 -5.05667 0.57835 -3.39192
H23 -5.91477 2.73205 -2.54262
H24 -4.35687 4.39505 -1.59662
H25 -1.93257 3.90815 -1.50392
H26 1.25683 3.72355 -1.04262
H27 2.72183 5.43175 -2.04352
H28 2.87103 5.64005 -4.50462
H29 1.52573 4.15375 -5.94672
H30 0.07263 2.43005 -4.93332
C34 -4.16117 -4.04515 -0.88512
C35 -3.32477 -3.20855 -1.85972
C36 -2.08787 -2.79135 -1.25172
N6 -1.11217 -2.51945 -0.71922
H31 -5.03597 -4.43915 -1.39642
H32 -4.49477 -3.43475 -0.04922
H33 -3.58417 -4.88425 -0.50122
H34 -3.88397 -2.31985 -2.16482
H35 -3.08407 -3.79395 -2.75272

Atom charges from the natural (NBO) analysis, given in e for atoms 1 to 4: 1.711 -0.492 -0.303 -0.321

***

# C5H12Si

The molecule C5H12Si in a non-equilibrium geometry (ωB97M-V/def2-TZVPD, the Open Molecules 2025 dataset).

- Highest occupied orbital energy (spin up / spin down): -8.51 / -7.27 eV
- LUMO (spin up / spin down): 0.273 / -0.704 eV
- Energy above the lowest of the compared OMol25 structures with the same formula, charge and spin: 4.7385 eV
- Gap between HOMO and LUMO (spin up / spin down): 8.8 / 6.6 eV

Cartesian coordinates (Å):
C1 -1.32596 -0.08569 -0.22254
C2 2.29375 -0.42812 -0.37328
C3 -2.28110 0.90974 -0.75854
C4 -1.69841 -0.84257 0.97312
C5 2.93330 0.49641 0.64908
Si1 0.53342 -0.26901 -0.93184
H1 -2.54240 1.64327 0.02512
H2 -3.33857 0.40768 -1.04416
H3 -1.87024 1.40570 -1.59385
H4 -0.79590 -1.28446 1.35998
H5 -2.46558 -1.60695 0.75723
H6 -2.25865 -0.38229 1.89075
H7 2.22579 1.34821 1.00510
H8 3.13195 -0.14315 1.65338
H9 3.98402 1.00007 0.52034
H10 2.82826 -1.42203 -0.36676
H11 0.60221 0.89614 -2.05091
H12 0.04409 -1.64295 -1.49222

Atom charges from the natural (NBO) analysis, given in e for atoms 1 to 4: -0.219 -0.531 -0.682 -0.708

***

# C15H20O6

A 2-piece molecular cluster, C15H20O6 overall in a non-equilibrium geometry (ωB97M-V/def2-TZVPD, the Open Molecules 2025 dataset).

- Highest occupied orbital energy: -6.33 eV
- LUMO: -1.974 eV
- Energy above the lowest of the compared OMol25 structures with the same formula, charge and spin: 4.8208 eV
- Gap between HOMO and LUMO: 4.4 eV

Cartesian coordinates (Å):
C1 3.11288 0.62032 -1.66539
O1 1.78267 1.08444 -1.76063
C2 0.88880 0.06929 -1.73842
C3 -0.50020 0.24902 -1.75080
C4 -1.38732 -0.85220 -1.76200
C5 -2.74448 -0.65160 -1.77328
C6 -3.28224 0.63549 -1.77181
C7 -4.75840 0.81919 -1.78564
C8 -2.41495 1.72955 -1.75410
C9 -1.05401 1.54766 -1.74598
H1 3.78482 1.47801 -1.64921
H2 3.24123 0.05545 -0.73976
H3 3.35657 -0.00173 -2.52908
H4 1.27909 -0.93783 -1.70864
H5 -0.98276 -1.84955 -1.76330
H6 -3.41301 -1.49704 -1.78043
H7 -5.03023 1.87447 -1.79580
H8 -5.19939 0.35238 -2.66719
H9 -5.21197 0.36515 -0.90414
H10 -2.82884 2.72415 -1.74206
H11 -0.38930 2.39312 -1.72975
C10 3.19330 -1.31472 2.59138
O2 2.59633 -0.59986 1.52994
C11 1.21622 -0.40320 1.63979
C12 0.73354 0.95955 1.78211
O3 -0.45856 1.22610 1.84314
O4 1.68930 1.93968 1.85235
C13 1.06416 3.18034 1.90425
C14 0.31135 -1.53584 1.57518
O5 -0.90049 -1.41207 1.70000
O6 0.88008 -2.75638 1.33173
C15 -0.13276 -3.69954 1.15223
H12 4.24345 -1.47477 2.33666
H13 3.12464 -0.70804 3.49786
H14 2.68840 -2.27307 2.72293
H15 1.78387 3.95940 1.64406
H16 0.23819 3.18147 1.18644
H17 0.67500 3.33179 2.91385
H18 0.26781 -4.57488 0.63538
H19 -0.53236 -3.97971 2.13069
H20 -0.93041 -3.25400 0.54746

Atom charges from the natural (NBO) analysis, given in e for atoms 1 to 4: -0.277 -0.435 0.385 -0.146

***

# C4H9ClO

The molecule C4H9ClO in a non-equilibrium geometry (ωB97M-V/def2-TZVPD, the Open Molecules 2025 dataset).

- Highest occupied orbital energy: -10.33 eV
- LUMO: 0.884 eV
- Energy above the lowest of the compared OMol25 structures with the same formula, charge and spin: 0.5875 eV
- Gap between HOMO and LUMO: 11.2 eV

Cartesian coordinates (Å):
C1 2.00660 -0.44716 0.28648
C2 0.57491 0.05303 0.37221
Cl1 0.74124 1.79913 -0.17453
C3 -0.40782 -0.55478 -0.50851
C4 -1.69527 0.24238 -0.48611
O1 -2.13665 0.65740 0.76892
H1 2.60854 -0.00847 1.10230
H2 2.01418 -1.50017 0.43715
H3 2.33122 -0.22435 -0.67253
H4 0.18387 0.09334 1.40921
H5 0.11906 -0.56705 -1.47956
H6 -0.67757 -1.57740 -0.12059
H7 -1.54055 1.00273 -1.26866
H8 -2.45294 -0.41604 -0.84199
H9 -1.66881 1.44741 1.17624

Atom charges from the natural (NBO) analysis, given in e for atoms 1 to 4: -0.616 -0.124 -0.143 -0.467

***

# C6H17AlO7S2

C6H17AlO7S2 as an isolated structure in a non-equilibrium geometry (ωB97M-V/def2-TZVPD, the Open Molecules 2025 dataset).

- Highest occupied orbital energy: -17.07 eV
- Net charge: +2
- LUMO: -14.263 eV
- Energy above the lowest of the compared OMol25 structures with the same formula, charge and spin: 0.0000 eV
- Gap between HOMO and LUMO: 2.8 eV

Cartesian coordinates (Å):
Al1 -2.56993 -1.06725 -0.73055
O1 -0.50802 -0.84214 1.06758
H1 0.12295 -0.22861 1.49114
O2 -4.66978 2.33976 3.06297
S1 -3.54307 1.55771 2.68503
O3 -3.50852 0.82144 1.44897
O4 -2.21301 2.56744 2.69942
C1 -1.11540 2.15670 1.91224
C2 0.00281 3.18478 2.06752
C3 -3.02805 0.47382 4.07672
H2 -1.54161 2.05046 0.90659
H3 -0.76201 1.12878 2.18898
H4 -0.43742 4.17669 1.95007
H5 0.79566 2.99336 1.34857
H6 0.42652 3.21640 3.07249
H7 -2.10522 -0.00819 3.74712
H8 -3.83054 -0.25982 4.11289
H9 -2.77663 1.03429 4.97115
O5 -0.10624 -1.41027 -1.98037
S2 1.02876 -2.25186 -1.65495
O6 0.85270 -3.51099 -0.97458
O7 1.86239 -2.51463 -3.00708
C4 1.99935 -1.39416 -3.91220
C5 2.96127 -1.74515 -5.01165
C6 2.28102 -1.40806 -0.61095
H10 2.35645 -0.47817 -3.41809
H11 0.97643 -1.14189 -4.21234
H12 2.92647 -2.81847 -5.20826
H13 4.01656 -1.56878 -4.78722
H14 2.79992 -1.18609 -5.93287
H15 3.15890 -2.04393 -0.65340
H16 1.75032 -1.40310 0.34006
H17 2.39695 -0.42006 -1.05498

Atom charges from the natural (NBO) analysis, given in e for atoms 1 to 4: 1.240 -0.518 0.459 -0.804